# 1
A molecular structure, C3H5N2 at a distorted geometry, computed with ωB97M-V/def2-TZVPD.

Output
E_LUMO (spin up / spin down): -6.5 / -6.5 eV
energy above the lowest of the compared OMol25 structures with the same formula, charge and spin: 6.072 eV
E_tot: -6159.8206 eV
E_HOMO (spin up / spin down): -15.638 / -15.637 eV
spin multiplicity: 1
total charge: +1
Kohn-Sham gap (spin up / spin down): 9.136 / 9.135 eV

Each line ends with the Mulliken charge.
Positions of all 10 atoms, in Å:
C  -0.522  -0.589  1.149  0.41
C  -0.682  -1.083  -0.193  -0.06
C  0.279  1.223  0.850  -0.15
N  -0.286  0.394  1.819  -0.17
N  0.238  -0.093  -0.635  -0.47
H  -0.389  -2.118  -0.381  0.32
H  -1.710  -0.903  -0.529  0.23
H  -0.358  2.024  0.483  0.29
H  1.340  1.424  0.936  0.30
H  1.198  -0.410  -0.747  0.30

Cartesian forces, eV/Å:
C 0.522 1.154 0.976
C -0.721 -1.313 -0.883
C 0.563 -0.978 -3.127
N -0.862 -1.223 1.205
N 0.412 2.819 1.127
H 0.016 0.129 0.129
H 0.099 -0.065 0.112
H -0.008 -0.112 0.092
H -0.013 -0.149 0.076
H -0.009 -0.262 0.293

# 2
A gas-phase ion, C3H5N2O (charge +1) at a distorted geometry, computed with ωB97M-V/def2-TZVPD.

Output
E_LUMO (spin up / spin down): -5.8 / -5.8 eV
energy above the lowest of the compared OMol25 structures with the same formula, charge and spin: 4.852 eV
E_tot: -8208.3416 eV
E_HOMO (spin up / spin down): -14.184 / -14.183 eV
spin multiplicity: 1
structure (SMILES): [NH2+]=NCC=C=O
total charge: +1
Kohn-Sham gap (spin up / spin down): 8.336 / 8.335 eV

Each line ends with the Mulliken charge.
Positions of all 11 atoms, in Å:
N  0.752  1.450  -0.984  -0.01
N  0.097  0.393  -1.098  -0.17
C  0.540  -0.910  0.097  -0.43
C  -0.561  -0.631  0.957  -0.47
C  -1.858  -0.906  0.786  0.73
O  -3.010  -0.939  0.767  -0.21
H  0.476  2.320  -1.481  0.31
H  1.708  1.603  -0.805  0.26
H  1.529  -0.557  0.478  0.34
H  0.675  -1.579  -0.748  0.35
H  -0.348  -0.243  2.033  0.29

Cartesian forces, eV/Å:
N -1.956 0.214 -2.479
N 1.259 1.155 1.652
C 1.207 2.585 -2.112
C 0.738 -0.320 2.432
C -2.139 0.486 0.154
O 1.873 -0.363 -0.208
H -1.047 -0.625 0.244
H 2.027 -0.972 1.535
H -0.903 -0.618 -0.055
H -0.602 -0.993 0.921
H -0.456 -0.549 -2.085

# 3
2 unconnected molecules or ions with the total composition C3H5N2O at a distorted geometry, computed with ωB97M-V/def2-TZVPD.

Output
E_LUMO: -4.7 eV
energy above the lowest of the compared OMol25 structures with the same formula, charge and spin: 4.815 eV
E_tot: -8208.3779 eV
E_HOMO: -15.593 eV
spin multiplicity: 1
total charge: +1
Kohn-Sham gap: 10.889 eV

Each line ends with the Mulliken charge.
Positions of all 11 atoms, in Å:
C  -2.176  0.498  0.165  0.10
C  1.061  -0.933  0.681  -0.48
C  0.063  -1.108  -0.357  0.18
N  0.755  1.238  -0.649  -0.62
N  0.542  0.020  -0.239  0.38
O  -3.195  0.967  0.153  -0.10
H  0.781  -0.926  1.749  0.26
H  2.067  -1.442  0.447  0.26
H  -0.663  -1.767  -0.806  0.39
H  0.633  1.905  0.205  0.35
H  0.133  1.549  -1.349  0.29

Cartesian forces, eV/Å:
C -0.952 0.445 0.090
C 2.748 -2.581 1.394
C -1.300 -1.236 -0.191
N 0.467 3.292 2.632
N 0.228 -0.471 -0.234
O 0.275 -0.165 0.032
H -0.003 0.472 -0.638
H -1.327 1.241 0.536
H 0.107 0.297 -0.511
H 0.719 -1.360 -1.874
H -0.963 0.066 -1.237

# 4
A gas-phase ion, C3H5N2O2 (charge +1) at a distorted geometry, computed with ωB97M-V/def2-TZVPD.

Output
E_LUMO (spin up / spin down): -4.9 / -4.9 eV
energy above the lowest of the compared OMol25 structures with the same formula, charge and spin: 6.473 eV
E_tot: -10253.2039 eV
E_HOMO (spin up / spin down): -13.080 / -12.261 eV
spin multiplicity: 1
total charge: +1
Kohn-Sham gap (spin up / spin down): 8.197 / 7.336 eV

Each line ends with the Mulliken charge.
Positions of all 12 atoms, in Å:
C  -0.410  -1.378  -1.649  0.18
C  -0.637  -0.443  -0.526  -0.18
C  -1.103  0.785  -1.289  0.11
N  -1.430  0.334  -2.616  -0.43
N  0.544  -0.272  0.379  -0.19
O  0.019  -2.334  -2.101  -0.24
O  -2.395  0.655  -1.704  -0.23
H  -1.482  -0.816  -0.059  0.33
H  -0.895  1.780  -1.125  0.53
H  1.185  -0.018  -0.287  0.37
H  0.797  -1.135  0.958  0.39
H  0.203  0.393  1.050  0.36

Cartesian forces, eV/Å:
C -2.723 2.426 -1.635
C 1.242 -0.496 -1.108
C -0.123 -0.835 -0.769
N 2.072 -1.458 -0.633
N -2.994 -2.640 2.493
O 1.233 -1.268 0.077
O -2.291 -0.572 0.934
H -1.654 -0.860 1.587
H 1.370 2.019 0.794
H 3.168 1.345 -0.910
H -0.132 1.125 -1.338
H 0.831 1.214 0.508

# 5
A gas-phase ion, C3H5N2O2 (charge +1) at a distorted geometry, computed with ωB97M-V/def2-TZVPD.

Output
E_LUMO (spin up / spin down): -4.2 / -6.1 eV
energy above the lowest of the compared OMol25 structures with the same formula, charge and spin: 0.747 eV
E_tot: -10254.9853 eV
E_HOMO (spin up / spin down): -10.755 / -15.482 eV
spin multiplicity: 3
total charge: +1
Kohn-Sham gap (spin up / spin down): 6.519 / 9.401 eV

Each line ends with the Mulliken charge.
Positions of all 12 atoms, in Å:
C  0.429  -1.058  1.349  0.03
C  -0.178  -2.332  -0.578  0.68
C  0.216  0.506  -0.362  -0.19
N  0.086  -2.131  0.610  -0.40
N  -0.042  1.913  -0.428  -0.24
O  -0.298  -2.722  -1.665  -0.36
O  0.345  0.124  0.889  -0.28
H  0.557  -1.165  2.388  0.44
H  -0.585  0.026  -1.060  0.19
H  0.106  2.360  0.555  0.41
H  -1.042  1.984  -0.619  0.38
H  0.405  2.494  -1.079  0.35

Cartesian forces, eV/Å:
C 0.394 -6.395 0.892
C 0.809 -0.856 1.290
C -1.420 -2.139 -2.591
N -0.442 0.113 -1.142
N -1.458 1.348 4.082
O -0.355 0.372 -0.164
O -0.397 6.937 -1.017
H 0.057 0.052 0.840
H 1.770 0.127 1.195
H -0.168 -0.804 -1.809
H -0.251 0.539 0.030
H 1.461 0.705 -1.607

# 6
A gas-phase ion, C3H5N2O3 (charge -1) at a distorted geometry, computed with ωB97M-V/def2-TZVPD.

Output
E_LUMO: 3.9 eV
energy above the lowest of the compared OMol25 structures with the same formula, charge and spin: 1.283 eV
E_tot: -12316.4212 eV
E_HOMO: -4.812 eV
spin multiplicity: 1
structure (SMILES): NCC(=O)NC(=O)[O-]
total charge: -1
Kohn-Sham gap: 8.736 eV

Each line ends with the Mulliken charge.
Positions of all 13 atoms, in Å:
N  -1.740  1.533  0.247  -0.63
C  -0.680  0.394  0.572  -0.05
C  0.460  0.376  -0.334  0.26
O  0.781  1.452  -0.941  -0.72
N  1.147  -0.759  -0.722  -0.09
C  1.080  -2.002  0.001  0.51
O  0.604  -1.896  1.169  -0.70
O  1.473  -2.993  -0.720  -0.76
H  -1.878  1.824  -0.801  0.24
H  -1.473  2.415  0.709  0.25
H  -1.399  -0.409  0.778  0.29
H  -0.158  0.778  1.523  0.16
H  1.783  -0.713  -1.481  0.24

Cartesian forces, eV/Å:
N 0.579 0.501 -1.382
C -2.409 3.040 2.060
C 2.580 1.201 -4.794
O -0.789 -1.859 1.578
N -1.644 0.813 2.108
C -0.196 -1.827 -0.482
O 0.818 -0.639 -1.493
O -0.613 1.733 1.975
H 0.979 -1.197 2.545
H 0.096 -0.724 -0.458
H 1.467 -0.424 -0.239
H -1.201 -0.949 -0.874
H 0.334 0.331 -0.545